# 1
Density functional theory data (the ωB97M-V functional and the def2-TZVPD basis) for a molecular structure, C47H58LaN6S3SbSi3.

Results
HOMO level: 0.1 eV
Charge: -2
Largest force on an atom: 0.0247 hartree/bohr

Last column: Mulliken charge in e.
Cartesian coordinates (Å):
La  -0.281  -0.002  0.383  2.13
Sb  -3.523  1.934  0.291  -0.13
S  1.411  4.048  3.013  -0.39
S  -1.617  2.248  -1.304  -0.12
S  1.383  2.735  0.294  -0.38
Si  -3.903  2.285  -3.414  0.42
Si  -3.289  0.385  3.264  0.74
Si  -0.839  2.697  -4.085  0.00
N  -4.299  -0.734  -0.221  -0.12
N  0.720  1.574  2.596  0.64
N  -1.872  -0.533  -2.013  1.26
N  2.352  -0.730  1.082  0.59
N  -0.159  -2.534  2.996  -0.66
N  0.607  -2.153  -0.517  1.38
C  -2.509  3.506  1.416  -1.38
C  4.333  -2.058  2.494  -0.65
C  -2.845  0.253  1.444  -0.38
C  3.395  -0.073  1.580  -0.33
C  1.059  -4.275  -1.571  -1.82
C  0.871  2.936  -3.388  -0.53
C  3.455  -0.545  -6.897  -0.64
C  0.770  -2.933  -1.585  -0.15
C  -4.308  3.956  -2.612  -1.14
C  -3.329  -2.224  1.376  0.06
C  1.951  -0.779  -5.011  -0.20
C  -4.806  -3.073  -0.308  -0.84
C  -4.193  2.498  -5.287  -1.37
C  -5.195  0.991  -2.934  -0.75
C  0.987  3.065  4.390  1.04
C  -2.116  1.707  -2.997  2.16
C  -2.501  -1.771  -4.417  -1.61
C  0.668  1.763  3.955  -1.67
C  -5.208  0.336  3.324  -1.37
C  0.343  0.788  4.897  0.16
C  -0.694  1.982  -5.831  -0.83
C  -4.919  -1.778  -0.767  -0.42
C  2.208  -0.878  -6.359  -0.48
C  0.930  3.413  5.730  -0.51
C  1.005  -4.209  0.839  -1.61
C  4.215  0.009  -4.661  -0.97
C  -2.402  -0.397  -4.333  -0.63
C  -3.979  -3.287  0.798  -0.86
C  -2.725  -0.972  4.459  -0.96
C  2.943  -0.322  -4.072  1.57
C  -2.326  -2.526  -3.267  -1.47
C  0.312  1.134  6.236  -0.68
C  4.412  -0.685  2.288  -1.08
C  0.587  2.436  6.655  -0.53
C  -3.498  -0.913  0.857  0.24
C  -2.904  2.024  4.154  -1.06
C  -2.085  0.207  -3.111  -1.16
C  4.449  -0.105  -6.011  -0.24
C  1.069  -4.924  -0.300  -0.60
C  3.244  -2.747  1.999  -0.88
C  2.274  -2.057  1.273  0.60
C  1.134  2.634  1.947  -0.09
C  -1.527  4.467  -4.261  -1.07
C  0.995  -2.709  0.790  2.50
C  -2.024  -1.860  -2.097  -0.74
C  2.683  -0.177  -2.727  -1.67
C  0.014  -2.046  1.836  -0.83
H  3.143  -3.816  2.125  0.50
H  5.006  0.358  -4.003  0.29
H  -2.407  -3.604  -3.272  0.53
H  -5.047  0.077  -3.517  0.28
H  -0.889  5.013  -4.961  0.43
H  -2.730  -2.247  -5.363  0.39
H  -2.555  4.535  -4.620  0.27
H  -2.525  -0.548  5.447  0.43
H  0.537  2.689  7.707  0.34
H  -6.202  1.363  -3.142  0.56
H  -1.927  2.436  3.904  0.18
H  1.728  -0.468  -2.304  -0.09
H  1.418  2.004  -3.201  0.02
H  -5.593  0.382  4.347  0.34
H  1.157  -4.833  -2.491  0.42
H  -5.328  -3.886  -0.795  0.42
H  5.121  -2.583  3.021  0.41
H  -3.495  -1.742  4.571  0.31
H  0.973  -1.055  -4.622  0.26
H  -1.474  4.982  -3.299  0.22
H  -4.904  3.808  -1.710  0.36
H  5.432  0.148  -6.403  0.31
H  0.845  3.496  -2.452  0.19
H  5.245  -0.105  2.664  0.42
H  1.463  3.507  -4.109  0.39
H  0.922  -4.692  1.807  0.31
H  -3.847  -4.286  1.196  0.36
H  1.152  4.427  6.041  0.38
H  -3.397  4.479  -2.319  0.32
H  1.076  -6.010  -0.256  0.37
H  0.113  -0.215  4.552  0.41
H  -1.571  3.128  1.821  0.31
H  0.055  0.384  6.975  0.39
H  -2.290  4.326  0.732  0.39
H  -4.222  1.532  -5.795  0.30
H  3.414  0.995  1.385  0.48
H  -5.550  -1.551  -1.623  0.33
H  -5.163  2.978  -5.442  0.42
H  -5.631  1.174  2.761  0.28
H  -3.664  2.778  3.939  0.37
H  1.425  -1.227  -7.029  0.31
H  -1.812  -1.464  4.117  0.07
H  3.450  0.150  -2.034  0.07
H  0.372  -3.391  3.217  0.11
H  -1.607  2.088  -6.423  0.32
H  -2.570  0.222  -5.203  0.51
H  -5.578  -0.584  2.860  0.30
H  -3.129  3.875  2.232  0.45
H  -4.868  4.597  -3.296  0.43
H  0.110  2.521  -6.337  0.47
H  -3.433  3.108  -5.777  0.34
H  -2.913  1.839  5.230  0.35
H  -2.669  -2.378  2.217  0.06
H  -0.402  0.932  -5.816  0.14
H  -5.134  0.722  -1.880  -0.08
H  0.597  -2.447  -2.544  0.19
H  3.647  -0.625  -7.961  0.32
H  -1.887  -2.415  -1.177  0.52

Atoms 1-6, force components in eV/Å:
La 0.66 0.90 -0.61
Sb 0.04 0.30 0.50
S -0.09 -0.44 0.01
S -0.37 0.35 -0.40
S 0.02 -0.11 -0.49
Si -0.52 0.22 -0.26

# 2
Density functional theory data (the ωB97M-V functional and the def2-TZVPD basis) for a molecular structure, C47H60BrCsN5O10PS2Si.

Results
HOMO level: -1.8 eV
Charge: -2
Largest force on an atom: 0.0422 hartree/bohr

Last column: Mulliken charge in e.
Cartesian coordinates (Å):
Cs  0.214  0.267  1.679  1.40
Br  -0.715  -2.791  0.454  0.21
S  -4.495  1.888  -0.695  -0.47
S  -3.342  -0.059  1.286  -0.07
P  1.651  2.674  -1.386  1.41
Si  -1.636  -4.834  0.274  -1.27
O  0.350  2.453  3.247  -0.84
O  0.422  7.177  4.459  -0.61
O  0.258  2.036  -5.574  -0.47
O  -1.409  2.809  -0.025  -0.26
O  2.560  -1.382  2.217  -0.56
O  2.255  8.125  5.080  -0.66
O  6.412  3.645  4.308  -0.62
O  6.368  5.665  5.057  -0.66
O  -1.697  -0.718  3.797  -0.57
O  2.314  1.367  3.092  -0.94
N  -6.467  -1.614  2.587  -0.71
N  5.830  4.667  4.615  1.09
N  -8.144  1.236  -0.229  -0.69
N  0.459  0.879  -3.642  -0.34
N  1.614  7.172  4.678  1.11
C  2.915  2.825  -5.372  -0.85
C  -1.747  -7.120  1.988  -1.77
C  3.850  3.633  -2.913  0.00
C  4.589  3.907  -4.049  -0.78
C  -6.018  0.269  0.875  0.33
C  5.352  1.139  0.960  -0.55
C  3.697  3.546  4.064  -0.39
C  4.588  0.308  0.150  -0.97
C  -0.931  -5.839  1.752  2.46
C  4.116  3.504  -5.292  -0.62
C  -1.261  -7.024  -1.540  -1.87
C  -4.319  -5.764  -0.110  -1.88
C  3.703  5.887  4.664  -0.55
C  3.459  0.804  -0.488  -0.33
C  -1.979  0.527  -3.280  1.12
C  -1.761  -4.818  -2.581  -1.86
C  0.471  -5.232  -1.659  -1.86
C  -1.735  -0.154  -1.946  0.74
C  2.336  5.897  4.484  -0.25
C  1.582  2.341  3.385  0.11
C  -6.255  -0.781  1.812  -0.05
C  4.982  2.466  1.118  -0.89
C  0.856  6.998  0.092  -0.74
C  -3.238  -0.044  -3.932  -1.68
C  1.266  6.801  -1.218  -0.71
C  3.094  2.147  -0.359  0.09
C  -0.933  -5.013  3.050  -1.96
C  0.925  1.760  -4.408  0.12
C  -7.181  0.829  0.265  -0.07
C  -0.947  1.239  -5.512  -0.67
C  -3.977  -3.304  -0.434  -1.65
C  2.180  2.530  -4.222  0.34
C  2.635  2.948  -2.965  -0.27
C  1.558  5.520  -1.676  -0.46
C  0.530  -6.238  1.499  -2.16
C  -1.023  -5.509  -1.425  2.76
C  1.634  4.766  4.111  -0.48
C  -3.935  -4.236  1.826  -1.92
C  -3.526  -4.538  0.374  2.56
C  3.866  2.967  0.461  0.21
C  1.443  4.419  -0.832  0.15
C  1.005  4.629  0.476  -0.53
C  4.364  4.696  4.448  -0.20
C  2.323  3.583  3.896  0.49
C  -4.715  0.688  0.526  0.13
C  0.725  5.904  0.939  -1.13
C  -0.794  0.393  -4.230  0.01
H  4.875  -0.729  0.011  0.62
H  -1.476  -1.210  -2.075  -0.43
H  6.225  0.753  1.472  0.39
H  -5.057  -3.186  -0.301  0.64
H  -3.797  -5.094  2.488  0.34
H  -4.089  0.101  -3.264  0.34
H  1.871  5.386  -2.703  0.41
H  -1.024  0.656  -6.428  0.28
H  0.372  6.044  1.953  0.60
H  3.300  -1.230  1.621  0.28
H  -2.554  -0.653  3.322  0.20
H  -1.932  -4.724  3.368  0.35
H  2.527  2.508  -6.330  0.48
H  5.529  4.441  -3.968  0.45
H  -1.520  0.202  4.023  0.31
H  0.620  7.993  0.447  0.39
H  -3.521  -2.386  -0.061  -0.15
H  -1.318  -5.149  -3.529  0.60
H  1.116  -5.680  -0.905  0.34
H  -3.473  0.429  -4.889  0.44
H  -3.118  -1.120  -4.104  0.25
H  -2.773  -6.899  2.283  0.30
H  4.226  2.622  3.878  0.75
H  1.155  -5.364  1.304  0.35
H  -5.386  -5.570  0.040  0.52
H  -4.992  -3.963  1.852  0.59
H  -0.958  0.346  -1.366  -0.49
H  -2.645  -0.089  -1.346  -0.50
H  4.221  3.964  -1.950  0.43
H  -3.785  -3.385  -1.502  0.29
H  0.636  -6.938  0.668  0.33
H  0.562  4.787  3.969  0.77
H  -0.341  -4.103  2.955  0.35
H  -1.287  -7.693  2.802  0.52
H  1.354  7.643  -1.892  0.39
H  -0.981  -7.357  -2.547  0.54
H  -1.779  -7.765  1.107  0.27
H  -4.172  -5.963  -1.173  0.30
H  -0.663  -0.671  -4.464  0.46
H  0.675  -4.161  -1.681  0.27
H  -0.489  -5.620  3.848  0.52
H  2.856  0.149  -1.111  0.40
H  -1.663  -3.732  -2.529  0.12
H  -2.820  -5.065  -2.609  0.29
H  -3.397  -3.375  2.228  0.23
H  5.570  3.113  1.758  0.45
H  0.855  3.781  1.136  0.90
H  -2.295  2.432  -0.235  -0.12
H  -2.139  1.596  -3.093  0.14
H  -1.519  3.034  0.906  0.27
H  0.923  -6.732  2.396  0.60
H  -2.306  -7.292  -1.382  0.28
H  4.681  3.717  -6.191  0.37
H  -0.656  -7.590  -0.829  0.31
H  3.595  4.009  0.588  0.48
H  0.756  -5.649  -2.633  0.52
H  2.471  -0.523  2.664  0.34
H  -4.067  -6.672  0.442  0.31
H  -1.796  1.921  -5.442  0.41
H  4.234  6.780  4.952  0.61

Atoms 1-6, force components in eV/Å:
Cs -1.37 -0.52 -1.60
Br 0.05 -0.26 -0.13
S -0.02 -0.13 0.27
S -0.20 0.19 0.04
P 0.13 0.13 -0.12
Si -0.17 0.14 -0.03